{"formula": "C15H17FN2O5S", "method": "ωB97M-V with the def2-TZVPD basis set", "max_force_ha_per_bohr": 0.01808, "homo_energy_ev": -9.187, "smiles": "NN(COc1ccccc1)C(=O)OC[SH](=O)=O.Fc1ccccc1", "total_energy_ev": -42597.634, "species": ["N", "N", "C", "O", "C", "C", "C", "C", "C", "C", "C", "O", "O", "C", "S", "O", "O", "H", "H", "H", "H", "H", "H", "H", "H", "H", "H", "H", "H", "F", "C", "C", "C", "C", "C", "C", "H", "H", "H", "H", "H"], "positions_angstrom": [[0.357, 1.032, 3.145], [-0.518, 2.137, 3.135], [-0.880, 2.642, 1.779], [0.134, 2.316, 0.888], [-0.282, 2.134, -0.412], [0.050, 0.940, -1.036], [-0.376, 0.729, -2.341], [-1.118, 1.689, -3.016], [-1.416, 2.892, -2.389], [-0.996, 3.116, -1.086], [-1.682, 1.961, 3.912], [-2.286, 2.857, 4.429], [-2.090, 0.639, 4.046], [-3.166, 0.294, 3.208], [-3.800, -1.303, 3.758], [-5.054, -1.131, 4.426], [-2.722, -2.015, 4.375], [-0.122, 0.145, 3.218], [1.043, 1.155, 3.871], [-1.839, 2.225, 1.437], [-1.011, 3.724, 1.871], [0.632, 0.188, -0.521], [-0.140, -0.202, -2.838], [-1.461, 1.511, -4.026], [-1.972, 3.664, -2.906], [-1.220, 4.046, -0.577], [-2.837, 0.148, 2.170], [-3.965, 1.038, 3.233], [-4.063, -1.850, 2.546], [2.165, -0.905, -2.074], [2.870, -1.988, -2.468], [2.232, -3.210, -2.527], [2.961, -4.318, -2.936], [4.302, -4.190, -3.270], [4.918, -2.948, -3.199], [4.201, -1.831, -2.798], [1.188, -3.287, -2.255], [2.478, -5.284, -2.992], [4.866, -5.058, -3.586], [5.964, -2.846, -3.457], [4.657, -0.852, -2.740]], "atomic_forces_ev_per_a": [[0.084, 0.046, -0.507], [-0.030, -0.713, 0.207], [-0.135, 0.484, 0.186], [0.080, 0.025, 0.031], [0.018, -0.137, -0.091], [-0.094, 0.049, -0.201], [-0.110, -0.017, -0.094], [-0.006, 0.140, 0.063], [0.050, -0.038, 0.095], [-0.045, 0.003, 0.129], [-0.165, 0.847, 0.346], [0.088, -0.486, -0.576], [0.139, -0.026, 0.062], [0.130, 0.310, -0.215], [-0.099, -0.023, 0.505], [0.014, 0.063, -0.124], [-0.021, -0.048, -0.257], [-0.027, -0.009, 0.158], [-0.066, -0.010, 0.125], [0.077, -0.132, -0.054], [0.018, -0.032, 0.053], [-0.035, 0.106, 0.109], [0.064, -0.001, 0.039], [0.046, -0.039, -0.012], [-0.019, -0.037, -0.032], [-0.009, 0.019, -0.073], [-0.001, -0.063, 0.030], [-0.079, -0.118, 0.148], [0.039, -0.076, -0.035], [0.088, -0.092, -0.020], [0.034, -0.045, -0.016], [-0.083, -0.022, 0.016], [0.048, 0.028, -0.007], [0.009, -0.017, -0.006], [-0.043, -0.037, 0.004], [0.055, 0.071, -0.004], [0.002, 0.019, -0.002], [-0.009, -0.005, 0.011], [0.004, -0.002, -0.001], [0.005, 0.010, -0.009], [-0.017, 0.004, 0.017]], "nbo_charge": [-0.6514, -0.3558, 0.1101, -0.5113, 0.3662, -0.2857, -0.1794, -0.2368, -0.1938, -0.3048, 0.8914, -0.5183, -0.5452, -0.3312, 2.0172, -0.9135, -0.9079, 0.3600, 0.3681, 0.1404, 0.1803, 0.2371, 0.2177, 0.2151, 0.2158, 0.2193, 0.1948, 0.2319, -0.0331, -0.3317, 0.3983, -0.2890, -0.1876, -0.2303, -0.1865, -0.2847, 0.2276, 0.2180, 0.2176, 0.2184, 0.2324]}